No. 1
Computed, not measured: a molecular structure, C45H48N9O3PrS5 at a distorted geometry, with wB97M-V/def2-TZVPD.

Structure (XYZ):
```
111
C45H48N9O3PrS5 (wB97M-V/def2-TZVPD)
Pr 0.106 -1.691 0.788
N -0.295 -3.760 3.374
C 0.656 -4.796 2.972
C 1.816 -4.488 1.999
O 2.786 -5.266 2.058
N 1.639 -3.465 1.170
C 2.734 -3.279 0.210
C 3.029 -1.825 -0.220
O 4.108 -1.598 -0.772
O 2.127 -0.933 -0.005
H 0.208 -2.978 3.779
H -0.800 -3.385 2.577
H 0.091 -5.625 2.531
H 1.125 -5.184 3.878
H 2.495 -3.821 -0.718
H 3.659 -3.709 0.594
N 0.632 -0.922 2.965
S 0.455 0.514 2.761
N 0.319 0.840 1.041
S 0.697 1.792 -0.068
N 0.329 1.417 -1.513
S -0.136 -0.026 -2.178
N -0.444 -1.206 -1.392
C 1.177 -0.078 -3.398
C 1.338 1.036 -4.211
C 2.443 1.103 -5.038
C 3.368 0.063 -5.035
C 3.179 -1.048 -4.234
C 2.070 -1.127 -3.405
C -1.576 0.535 -3.105
C -2.178 1.755 -2.854
C -3.367 2.073 -3.494
C -3.943 1.165 -4.372
C -3.334 -0.060 -4.610
C -2.150 -0.386 -3.970
C 2.382 2.384 -0.021
C 3.337 1.866 -0.878
C 4.641 2.324 -0.780
C 4.975 3.288 0.163
C 4.012 3.789 1.030
C 2.712 3.325 0.949
C -0.241 3.324 0.086
C 0.243 4.558 -0.327
C -0.578 5.670 -0.242
C -1.883 5.535 0.220
C -2.372 4.287 0.577
C -1.552 3.171 0.512
C -0.946 1.208 3.416
C -2.057 0.200 3.387
C -3.301 0.801 3.945
C -3.464 2.131 4.090
C -2.410 3.074 3.824
C -1.183 2.588 3.462
C 1.970 1.356 3.249
C 3.109 0.821 2.655
C 4.359 1.202 3.109
C 4.469 2.101 4.163
C 3.328 2.602 4.775
C 2.069 2.219 4.326
H 0.605 1.831 -4.171
H 2.586 1.963 -5.681
H 4.243 0.133 -5.671
H 3.891 -1.861 -4.252
H 1.901 -1.981 -2.762
H -1.720 2.443 -2.156
H -3.845 3.023 -3.292
H -4.878 1.410 -4.862
H -3.787 -0.776 -5.284
H -1.674 -1.348 -4.130
H 3.058 1.104 -1.596
H 5.397 1.924 -1.441
H 5.994 3.647 0.232
H 4.272 4.530 1.774
H 1.952 3.694 1.625
H 1.253 4.649 -0.704
H -0.197 6.642 -0.531
H -2.519 6.409 0.289
H -3.390 4.174 0.924
H -1.919 2.183 0.794
H -1.773 -0.724 3.889
H -4.116 0.115 4.142
H -4.416 2.515 4.447
H -2.594 4.137 3.920
H -0.362 3.273 3.256
H 2.995 0.097 1.855
H 5.241 0.788 2.637
H 5.449 2.386 4.527
H 3.414 3.274 5.621
H 1.175 2.574 4.824
S -2.393 -0.420 1.602
S -0.961 -4.047 -4.092
C -0.101 -3.179 -5.184
N 0.473 -2.553 -5.985
C -3.806 -5.087 -0.763
C -3.485 -3.648 -0.341
C -4.485 -3.176 0.714
C -3.538 -2.698 -1.535
N -2.145 -3.561 0.289
N -1.014 -3.938 -0.504
H -4.823 -5.155 -1.154
H -3.723 -5.764 0.092
H -3.123 -5.418 -1.549
H -5.486 -3.124 0.282
H -4.187 -2.190 1.071
H -4.510 -3.858 1.570
H -4.562 -2.630 -1.907
H -2.904 -3.037 -2.355
H -3.206 -1.708 -1.217
H -2.163 -4.178 1.096
H -1.031 -3.398 -1.368
H -1.041 -4.916 -0.780
```

Calculated values
charge = -2
HOMO level (spin up / spin down) = -1.4 / -1.4 eV
gap between HOMO and LUMO (spin up / spin down) = 5.0 / 5.0 eV
spin multiplicity = 3



No. 2
Computed, not measured: 6 unconnected molecules or ions with the total composition C39H86N4O6 at a distorted geometry, with wB97M-V/def2-TZVPD.

Structure (XYZ):
```
135
C39H86N4O6 (wB97M-V/def2-TZVPD)
C 21.043 10.161 7.702
C 19.619 9.838 8.188
C 19.615 10.146 9.719
C 18.184 10.208 10.321
C 17.415 11.304 9.628
C 17.263 10.990 8.079
N 18.703 10.805 7.585
O 18.718 10.632 6.194
C 16.412 9.799 7.781
C 16.750 12.230 7.315
C 19.358 8.353 7.904
H 21.381 11.168 7.851
H 21.074 9.847 6.639
H 21.795 9.577 8.280
H 20.131 9.417 10.304
H 20.125 11.098 9.945
H 18.210 10.461 11.350
H 17.776 9.218 10.109
H 17.979 12.272 9.704
H 16.457 11.471 10.096
H 15.329 9.931 7.850
H 16.579 9.538 6.765
H 16.639 9.005 8.502
H 16.670 12.022 6.226
H 15.689 12.440 7.582
H 17.303 13.171 7.489
H 20.317 7.794 7.806
H 18.823 8.257 6.982
H 18.783 7.780 8.658
H 18.958 11.509 5.899
C 22.250 13.871 12.256
C 22.690 15.003 13.162
C 23.369 16.013 12.178
C 23.662 17.376 12.767
C 22.418 17.889 13.381
C 21.692 17.005 14.359
N 21.454 15.634 13.689
O 20.890 14.752 14.639
C 22.521 16.963 15.677
C 20.291 17.574 14.780
C 23.672 14.516 14.194
H 23.167 13.467 11.763
H 21.544 14.098 11.413
H 21.742 13.088 12.847
H 24.273 15.566 11.779
H 22.613 16.202 11.396
H 24.017 18.068 11.962
H 24.496 17.208 13.445
H 21.715 17.982 12.554
H 22.494 18.909 13.899
H 22.011 16.272 16.405
H 23.539 16.589 15.578
H 22.580 17.905 16.188
H 20.322 18.635 15.123
H 19.571 17.425 13.999
H 19.944 16.884 15.536
H 23.860 13.447 14.044
H 23.416 14.593 15.269
H 24.627 14.988 14.002
H 19.958 14.668 14.383
C 13.200 11.524 9.638
C 11.926 11.929 10.348
C 11.103 12.746 9.303
C 9.788 13.149 9.868
C 9.094 11.835 10.201
C 9.767 10.923 11.136
N 11.188 10.701 10.607
O 11.955 9.877 11.491
C 9.660 11.393 12.567
C 9.095 9.575 11.088
C 12.323 12.768 11.607
H 13.839 12.397 9.442
H 13.089 11.047 8.616
H 13.744 10.886 10.291
H 11.733 13.622 9.014
H 10.966 12.229 8.355
H 9.205 13.661 9.087
H 9.890 13.790 10.744
H 9.105 11.259 9.227
H 8.103 11.953 10.610
H 10.213 10.786 13.249
H 10.008 12.392 12.773
H 8.646 11.361 12.929
H 9.525 8.848 11.774
H 8.053 9.613 11.419
H 9.229 9.009 10.191
H 13.150 13.441 11.475
H 12.593 12.177 12.514
H 11.481 13.398 11.941
H 11.787 9.026 11.133
C 14.526 8.056 15.635
C 15.371 9.287 15.263
C 15.950 9.986 16.457
C 17.078 9.239 17.140
C 18.171 9.084 16.168
C 17.824 8.250 14.940
N 16.609 9.001 14.361
O 16.230 8.211 13.244
C 19.002 8.395 13.935
C 17.439 6.833 15.284
C 14.524 10.298 14.405
H 14.943 7.346 16.265
H 14.120 7.567 14.758
H 13.609 8.392 16.192
H 16.384 10.976 16.162
H 15.138 10.264 17.139
H 16.730 8.276 17.512
H 17.540 9.912 17.884
H 19.079 8.649 16.613
H 18.536 10.067 15.870
H 19.867 7.866 14.339
H 18.801 7.922 12.961
H 19.289 9.377 13.634
H 16.915 6.701 16.219
H 16.862 6.372 14.515
H 18.242 6.100 15.358
H 14.383 9.878 13.409
H 15.008 11.305 14.403
H 13.484 10.478 14.776
H 16.336 8.839 12.521
O 18.531 15.794 11.196
H 19.339 16.302 11.245
H 17.808 16.362 11.045
C 15.994 13.916 12.742
C 17.208 13.518 13.703
C 17.817 12.192 13.351
O 18.162 14.572 13.752
H 15.158 13.251 12.948
H 16.223 13.811 11.678
H 15.711 14.907 13.042
H 16.816 13.484 14.719
H 17.025 11.428 13.278
H 18.601 11.713 13.924
H 18.266 12.202 12.366
H 18.298 15.060 12.946
```

Calculated values
charge = 0
HOMO level = -8.4 eV
gap between HOMO and LUMO = 8.8 eV